ORCA calculation (ωB97M-V/def2-TZVPD) on a molecular structure, C6H13AlBeBrCl3F4KNNaO8S.

```
41
Properties=species:S:1:pos:R:3
C -0.5815 2.0328 -2.3650
N -1.0479 1.8381 -0.9146
C -0.0820 2.6557 -0.0321
O 0.5909 1.8130 0.9685
C 2.0166 2.1457 1.1164
F 2.8022 1.4837 0.0340
F 2.4079 1.6636 2.4937
F 2.2903 3.6281 1.1324
H -0.9584 3.0903 -2.7187
H 0.5714 1.8597 -2.5026
H -1.1300 1.2234 -3.0464
H 0.6376 3.2003 -0.7773
H -0.6651 3.4989 0.5774
O -5.4037 -3.2480 -0.1117
S -5.1383 -1.8263 -0.1326
O -4.9298 -1.1017 -1.3701
O -3.9026 -1.5030 0.8786
C -2.6627 -2.1696 0.6692
C -1.9324 -1.6214 -0.5431
C -6.4142 -0.9953 0.7791
H -2.8166 -3.2505 0.5842
H -2.0494 -2.0000 1.5611
H -2.4854 -1.8251 -1.4643
H -0.9430 -2.0764 -0.6415
H -1.8206 -0.5350 -0.4670
H -6.5634 -1.5050 1.7319
H -7.3286 -1.0371 0.1835
H -6.1201 0.0447 0.9319
K -8.2392 -2.3374 -0.9723
Al 4.7974 1.5481 0.2261
O 7.3581 -0.2934 0.5440
Cl 8.4706 -1.1988 0.7559
O 8.4789 -1.6395 2.1373
O 9.7142 -0.5145 0.4596
O 8.3317 -2.3482 -0.1171
F -0.0210 -1.3661 1.1363
Br -4.7540 -5.3245 0.5937
Cl 7.6391 2.6231 0.6881
Na -1.5671 4.3608 2.1783
Cl 10.5039 -0.9254 -1.7488
Be 2.9463 1.9320 -2.4361
```

Computed properties:
charge = +1
multiplicity = 1
frontier orbital gap = 1.773 eV
DFT total energy = -181321.9670 eV

=====

ORCA calculation (ωB97M-V/def2-TZVPD) on a single C5H9NO molecule.

```
16
Properties=species:S:1:pos:R:3
C -1.7119 -1.1802 -0.0036
C -0.5839 -0.3449 -0.5759
C -0.6929 1.2047 -0.4084
C 0.5957 1.1580 0.4395
C 0.7886 -0.2690 0.0706
N 1.7506 -1.0761 0.2237
O 2.8823 -0.3239 0.5933
H -2.5785 -1.1201 -0.6719
H -2.0282 -0.8171 0.9822
H -1.4118 -2.2266 0.0881
H -0.3831 -0.6162 -1.6143
H -0.6276 1.7309 -1.3680
H -1.5654 1.5973 0.1251
H 0.3119 0.8668 1.4694
H 1.3859 1.9100 0.3425
H 3.5755 -0.9898 0.6584
```

Computed properties:
structure (SMILES) = C[C@H]1CC/C1=N\O
charge = 0
multiplicity = 1
frontier orbital gap = 10.333 eV
DFT total energy = -8865.8338 eV

=====

ORCA calculation (ωB97M-V/def2-TZVPD) on 2 unconnected molecules or ions with the total composition C5H14N.

```
20
Properties=species:S:1:pos:R:3
C -0.6155 -0.9117 0.8344
C 0.8556 -0.8893 0.8051
C 1.6437 -1.0480 2.0788
N -1.0510 -0.6782 -0.5989
H -1.1199 -1.7927 1.2772
H -0.9733 -0.0708 1.4593
H 1.0852 0.0812 0.2713
H 1.2212 -1.7333 0.1638
H 1.3252 -0.1604 2.7834
H 1.2686 -1.9649 2.6191
H 2.7408 -1.1392 1.9873
H -0.8363 0.2701 -0.9199
H -0.6558 -1.3748 -1.2442
H -2.0808 -0.7461 -0.6444
C -1.0994 2.2999 -1.8500
C 0.1429 1.7672 -1.7633
H -1.8476 1.8234 -2.4512
H -1.3507 3.2503 -1.3673
H 0.4105 0.8850 -2.2981
H 0.9366 2.1325 -1.1424
```

Computed properties:
charge = +1
multiplicity = 1
frontier orbital gap = 11.273 eV
DFT total energy = -6894.3872 eV

=====

ORCA calculation (ωB97M-V/def2-TZVPD) on a molecular structure, C19H43OP3SSeY.

```
69
Properties=species:S:1:pos:R:3
Y -0.6836 -0.1259 -0.4600
P 1.3434 0.5567 1.5982
P 0.5545 2.1585 -1.5472
P -0.2284 -2.5566 0.7278
H -0.7309 -2.6562 -8.1116
C -1.5042 -3.3771 -7.8008
C -2.7288 -2.9602 -7.4362
H -3.0291 -1.9200 -7.5890
C 3.1459 0.2441 1.4144
C 1.4532 2.3025 2.1522
C 1.1145 -0.2056 3.2458
C 0.0221 2.1548 -3.3002
C 0.0087 3.8338 -1.0432
C 2.3480 2.4446 -1.7450
C -0.9829 -3.5505 -0.6166
C -1.1419 -3.1443 2.1981
C 1.3876 -3.3712 0.9512
H -1.2176 -4.4395 -7.8225
H -3.4643 -3.6513 -7.0157
H 3.6350 0.6193 2.3264
H 3.5410 0.7663 0.5339
H 3.3310 -0.8321 1.3042
H 2.1382 2.3148 3.0116
H 0.4678 2.6666 2.4690
H 1.8453 2.9561 1.3636
H 1.8774 0.2300 3.9046
H 1.2439 -1.2928 3.2108
H 0.1192 0.0303 3.6396
H 0.1684 3.1614 -3.7106
H -1.0374 1.8802 -3.3654
H 0.5962 1.4153 -3.8676
H 0.6320 4.5730 -1.5704
H 0.1113 3.9578 0.0449
H -1.0470 3.9679 -1.3213
H 2.4780 3.3732 -2.3174
H 2.7928 1.5997 -2.2880
H 2.8450 2.5390 -0.7710
H -1.2056 -4.5437 -0.2086
H -0.3058 -3.6225 -1.4756
H -1.9147 -3.0795 -0.9627
H -1.1575 -4.2459 2.1768
H -2.1703 -2.7507 2.1665
H -0.6540 -2.7825 3.1167
H 1.2101 -4.4190 1.2320
H 1.9683 -2.8714 1.7386
H 1.9540 -3.3166 0.0124
C 1.2820 -1.9274 -3.5557
C 0.1065 -1.7405 -4.2945
C -0.0984 -2.4621 -5.4490
C 0.8742 -3.3234 -5.9579
C 2.0567 -3.5217 -5.2321
C 2.2500 -2.8358 -4.0379
Se 1.6853 -1.0055 -1.9840
H -1.0386 -0.5941 -2.3213
H -0.6629 -1.0439 -3.9727
H -1.0521 -2.3402 -5.9420
H 0.6952 -3.8279 -6.9010
H 2.8136 -4.2060 -5.6075
H 3.1603 -2.9541 -3.4539
C -4.1983 2.1555 1.4763
S -2.4479 2.0398 1.8952
C -2.5740 1.0647 3.4099
O -1.9479 0.9728 0.8285
H -4.5848 3.0472 1.9863
H -4.7273 1.2552 1.8162
H -4.2870 2.2620 0.3890
H -1.9501 1.5733 4.1578
H -2.2203 0.0371 3.2508
H -3.6180 1.0714 3.7515
```

Computed properties:
charge = +3
multiplicity = 1
frontier orbital gap (spin up / spin down) = 4.001 / 4.354 eV
DFT total energy = -127511.7859 eV

=====

ORCA calculation (ωB97M-V/def2-TZVPD) on 2 unconnected molecules or ions with the total composition C4H10N4.

```
18
Properties=species:S:1:pos:R:3
C -2.4678 2.0271 -4.5499
C 0.3910 -1.4076 0.5821
C 1.7835 -1.6598 0.9677
C 0.0576 1.8027 0.9979
N 0.1226 -0.2337 0.1194
N -1.9924 1.9689 -3.5101
N -0.4959 -2.3699 0.7795
N 0.0632 0.9583 -0.0920
H -2.9995 1.8827 -5.5998
H 2.2074 -2.6331 0.8830
H 1.9507 -1.4857 2.0734
H 2.3101 -0.9209 0.4617
H 0.7491 2.6448 0.9522
H -1.0288 2.2781 0.9242
H 0.4140 1.2930 1.9432
H -0.2783 -3.3213 0.8867
H -1.5178 -2.1658 0.7485
H -1.7207 1.6952 -2.5770
```

Computed properties:
charge = +2
multiplicity = 1
frontier orbital gap = 8.875 eV
DFT total energy = -10249.1429 eV

=====

ORCA calculation (ωB97M-V/def2-TZVPD) on a molecular structure, C39H37F3N6OPS3Ta.

```
91
Properties=species:S:1:pos:R:3
Ta -0.4595 0.1109 0.9135
C -1.7050 3.8490 3.8997
C -1.0047 2.7589 3.1519
N -1.5857 1.7209 2.6960
N -2.9110 1.5307 2.9857
C -3.3919 0.2922 2.9050
N -4.6080 0.0362 3.3261
S -2.4268 -0.9820 2.2789
C 0.4621 2.7158 3.0118
C 1.2783 3.6900 3.5453
C 2.6590 3.5067 3.5413
C 3.1718 2.3466 3.0008
C 2.2880 1.4344 2.4443
N 0.9636 1.6038 2.4422
H -1.8432 3.5510 4.9455
H -2.6833 4.0798 3.4747
H -1.1395 4.7751 3.9084
H -3.4246 2.2468 3.4814
H -5.2066 0.7321 3.7517
H -4.9591 -0.9116 3.3074
H 0.8662 4.5840 3.9900
H 3.3102 4.2578 3.9709
H 4.2339 2.1378 3.0086
H 2.6650 0.5298 1.9849
N 0.6408 -1.6462 1.9876
C 0.3789 -3.0389 1.5905
C 0.8524 -4.0540 2.4001
C 0.6921 -5.3787 2.0142
C 0.0754 -5.6864 0.8067
C -0.4062 -4.6657 0.0042
C -0.2490 -3.3309 0.3922
P -1.0108 -2.0527 -0.6024
C -2.6473 -2.6906 -1.0451
C -3.5873 -3.0230 -0.0619
C -4.8007 -3.5799 -0.4236
C -5.0901 -3.8197 -1.7622
C -4.1478 -3.5320 -2.7365
C -2.9302 -2.9617 -2.3894
C -0.1877 -1.7649 -2.1736
C -0.7117 -0.7467 -2.9752
C -0.1459 -0.4768 -4.2083
C 0.9422 -1.2295 -4.6492
C 1.4408 -2.2599 -3.8662
C 0.8766 -2.5344 -2.6254
H 1.6233 -1.5014 1.6864
H 0.6248 -1.6153 3.0048
H 1.3491 -3.8242 3.3384
H 1.0555 -6.1695 2.6587
H -0.0465 -6.7189 0.5025
H -0.9146 -4.9003 -0.9244
H -3.3627 -2.8860 0.9812
H -5.5200 -3.8463 0.3407
H -6.0452 -4.2467 -2.0405
H -4.3509 -3.7587 -3.7754
H -2.2098 -2.7601 -3.1666
H -1.6011 -0.2162 -2.6533
H -0.5611 0.2951 -4.8464
H 1.3793 -1.0237 -5.6186
H 2.2574 -2.8717 -4.2311
H 1.2571 -3.3542 -2.0235
F 2.7309 0.9715 -3.2571
C 3.8215 0.8525 -2.4681
F 3.8409 1.9416 -1.6742
F 4.8918 0.8832 -3.2399
C 3.7510 -0.4168 -1.6461
C 4.6807 -1.4237 -1.8462
C 4.6002 -2.5813 -1.0903
C 3.6132 -2.6710 -0.1273
N 2.7059 -1.7066 0.0760
C 2.7562 -0.6231 -0.6876
S 1.4839 0.6168 -0.4731
H 5.4587 -1.3022 -2.5891
H 5.2985 -3.3940 -1.2392
H 3.5257 -3.5449 0.5083
C -2.7074 3.2918 -1.4100
S -1.2057 2.3456 -1.5265
O -1.3095 1.4528 -0.1556
C -0.0001 3.5612 -1.1994
C -0.0658 4.3978 -0.0837
C 0.8584 5.4162 0.0206
C 1.8214 5.5963 -0.9781
C 1.8731 4.7525 -2.0778
C 0.9599 3.7152 -2.1968
H -2.6622 3.9859 -0.5754
H -3.5475 2.6010 -1.3302
H -2.7743 3.8419 -2.3537
H -0.8243 4.2579 0.6783
H 0.8174 6.0973 0.8610
H 2.5326 6.4092 -0.8942
H 2.6166 4.9039 -2.8502
H 0.9898 3.0458 -3.0501
```

Computed properties:
charge = +4
multiplicity = 1
frontier orbital gap = 6.035 eV
DFT total energy = -103496.0893 eV